No. 1
{"formula": "C2H5N5O", "method": "ωB97M-V/def2-TZVPD", "orbital_gap_ev": 9.20, "smiles": "[H]/N=c1/nnon1NC", "relative_energy_kj_mol": 608.6, "molar_mass_g_mol": 115.10, "charge": 0, "e_tot_ha": -427.9913, "symbols": ["H", "H", "C", "N", "O", "C", "N", "N", "H", "H", "H", "N", "N"], "coordinates": [[2.06184, -1.38428, 0.56291], [-0.99019, -1.24343, 1.51373], [-1.28968, -0.13856, 1.55667], [0.30683, 0.84025, -2.68324], [-0.82916, 0.44143, -1.84092], [1.14935, -0.24650, -1.00747], [2.10566, -0.82697, -0.39587], [-0.52824, 0.52608, 0.53837], [-0.89748, 0.53093, 2.56540], [0.22172, 1.26775, 0.88768], [-2.48659, -0.29291, 1.26602], [1.37960, 0.51168, -2.25152], [-0.20364, 0.01452, -0.71176]], "forces_ev_per_a": [[-0.889, 1.774, -2.932], [-0.019, 1.331, 1.023], [-0.689, -1.215, 0.476], [-1.224, 0.921, -1.600], [1.055, 1.185, -0.294], [0.797, -0.014, 1.723], [-0.506, -0.406, 1.207], [2.601, 3.780, -0.926], [-1.977, -2.521, -2.607], [-2.326, -2.218, -1.076], [2.864, 1.367, 1.208], [-0.228, -1.320, 1.100], [0.541, -2.662, 2.698]], "mulliken_charge": [0.2694, 0.2369, -0.5708, -0.0221, -0.1629, 0.3826, -0.5705, -0.2833, 0.2620, 0.2684, 0.1951, -0.1466, 0.1417]}

=====

No. 2
{"formula": "C3H4N2O2", "method": "ωB97M-V/def2-TZVPD", "orbital_gap_ev": 9.06, "smiles": "NN=c1occo1", "relative_energy_kj_mol": 403.1, "molar_mass_g_mol": 100.08, "charge": 0, "e_tot_ha": -376.6103, "symbols": ["C", "N", "H", "O", "H", "H", "C", "H", "N", "O", "C"], "coordinates": [[-1.62525, 0.74293, -0.00370], [2.49469, 0.11444, -0.11381], [1.99549, 1.09537, 0.06623], [-0.16074, 0.80992, -0.14039], [-2.19740, 1.69934, -0.14120], [3.25456, -0.14363, 0.62214], [-1.91741, -0.56069, 0.04964], [-2.86003, -1.10355, -0.06350], [1.48749, -0.85153, -0.09118], [-0.78285, -1.31897, -0.11297], [0.31144, -0.48362, -0.07126]], "forces_ev_per_a": [[1.407, 0.039, -0.479], [-0.172, 2.240, 1.433], [2.052, -2.459, -0.059], [-1.645, 0.323, 0.510], [0.879, -1.402, 0.451], [-2.137, 0.808, -1.645], [-0.129, 0.657, -1.102], [0.501, 0.385, 0.422], [1.020, -1.094, 0.625], [0.286, -0.517, 0.626], [-2.061, 1.019, -0.782]], "mulliken_charge": [-0.2028, -0.4782, 0.2726, -0.4011, 0.3195, 0.2569, -0.1180, 0.3340, -0.3189, -0.3391, 0.6751]}

=====

No. 3
{"formula": "C34H46F5N2O3Si", "method": "ωB97M-V/def2-TZVPD", "orbital_gap_ev": 5.09, "relative_energy_kj_mol": 116.2, "molar_mass_g_mol": 653.83, "charge": 1, "e_tot_ha": -2446.9644, "symbols": ["C", "C", "C", "C", "H", "H", "H", "C", "C", "H", "C", "H", "C", "H", "H", "C", "H", "C", "H", "H", "H", "H", "N", "C", "H", "H", "C", "H", "F", "H", "H", "H", "C", "H", "C", "H", "C", "H", "O", "C", "C", "H", "O", "C", "C", "H", "F", "H", "C", "C", "H", "F", "C", "C", "H", "C", "H", "H", "H", "H", "H", "C", "C", "H", "F", "H", "N", "H", "H", "H", "H", "H", "Si", "C", "H", "C", "C", "C", "C", "F", "O", "H", "C", "H", "H", "H", "H", "C", "H", "H", "C"], "coordinates": [[-5.16137, 5.92927, 2.67819], [-0.96063, 3.34228, 0.28330], [-3.96351, 4.38534, 0.34541], [-2.63779, -0.22096, 3.99081], [3.11930, -0.73636, 0.79790], [3.71033, -2.78581, 2.45887], [1.05068, 2.76372, 0.48550], [-0.54500, 7.11781, 2.64085], [-0.92216, -1.94538, 1.23327], [3.73939, -3.43915, 4.11474], [1.70300, -2.00806, 5.18759], [-0.01729, -2.50750, 1.05122], [-2.99421, 3.70897, 2.62017], [-2.31500, 2.93065, 2.26565], [-4.75771, 3.72071, 0.69726], [-0.59515, -0.54694, -2.12692], [-1.86460, -2.16482, 0.73101], [-1.04127, -1.23751, 2.39471], [-2.69185, -0.94240, 4.81806], [2.78412, 1.46312, 2.41910], [-6.16443, 0.24764, 1.83765], [-6.78604, -1.34044, 2.25092], [-3.80618, 5.97920, 2.17590], [-6.30131, -0.45610, 2.65948], [-1.56943, 7.43486, 0.75318], [-5.08770, -1.52100, 4.09323], [-0.94976, 10.94072, 4.61163], [-3.98049, 1.03757, 2.86621], [-1.14686, 12.12765, 5.21484], [-2.59250, 4.13638, 3.55157], [-3.97576, 3.25982, 2.81795], [-1.57656, 0.38468, -0.43397], [-3.13718, 4.82335, 1.57087], [2.28812, -3.64738, 3.11298], [2.55780, -1.64396, 3.95872], [-4.42917, -1.41818, 2.45884], [1.28568, 1.53450, -1.94966], [-5.27197, 5.07988, 3.35808], [-0.06611, -0.78784, 3.18039], [-0.65213, 8.45769, 3.32041], [-4.96359, -0.86333, 3.23056], [1.03307, 1.63992, 2.05658], [-3.47794, 8.18882, 2.71137], [-0.52473, 10.89027, 3.28332], [1.76517, 1.19513, 2.73772], [1.45182, -0.55766, 0.17012], [0.05716, 9.62096, 1.36971], [0.53292, -1.18059, -3.86206], [1.38890, 0.59925, -2.96717], [-3.06463, 7.11764, 2.26761], [-5.37007, 6.84992, 3.22411], [-1.58268, 9.79715, 6.60098], [-0.37037, 9.65505, 2.65996], [-0.81138, 4.68214, 0.70357], [-5.88403, 5.82507, 1.85822], [-0.73282, 0.42271, -1.12951], [2.02133, -2.14613, 0.80957], [0.38124, 7.07423, 2.04636], [-1.97320, 2.91881, 0.19034], [-4.45989, 0.78940, 4.52602], [3.33230, 0.14045, 4.95072], [-1.19273, 9.75853, 5.31284], [2.07095, -1.05943, 0.92650], [-4.44916, 5.26628, -0.09704], [-0.28055, 12.03336, 2.61303], [4.31649, -0.38276, 3.55602], [-1.80815, 5.41158, 1.24415], [-1.88897, 0.57247, 4.16486], [0.10732, 5.23220, 0.49298], [2.15239, 0.72170, -3.73871], [1.28377, -1.12142, 5.68140], [2.35483, -2.51730, 5.91370], [1.56081, -0.65418, 2.67174], [0.10394, 2.49736, -0.00431], [-0.54279, 6.33144, 3.41412], [-4.03805, 0.27301, 3.65550], [-1.03274, 8.54376, 4.66124], [-1.68432, 6.81500, 1.66068], [3.10447, -2.95232, 3.35875], [-1.32100, 7.39436, 5.32774], [-2.27921, -0.98979, 2.79143], [-1.36219, -1.32472, -2.22968], [0.46415, -0.45227, -3.05087], [1.98809, 2.36416, -1.89510], [1.54336, 1.54596, 3.75326], [4.37074, -1.29601, 5.08199], [-6.98753, -0.02152, 3.38659], [3.71200, -0.73336, 4.40434], [0.89637, -2.70725, 4.92896], [-3.37329, 3.86301, -0.40785], [0.20300, 1.48053, -1.03209]], "forces_ev_per_a": [[-0.340, -0.367, -0.053], [0.064, -1.872, -0.078], [-0.028, 0.250, 0.020], [0.096, -0.570, -1.047], [-0.311, -0.134, 0.117], [-0.094, -0.058, 0.190], [-0.040, 0.342, -0.777], [0.430, -0.563, -0.071], [-0.166, 0.315, 1.183], [-0.106, 0.020, -0.224], [0.215, -0.064, 0.020], [-0.169, 0.274, -0.410], [0.158, 0.175, 0.036], [-0.199, -0.015, 0.192], [0.121, 0.029, -0.135], [0.149, 0.390, -0.252], [0.455, -0.219, 0.100], [0.077, -1.141, -1.368], [0.288, 0.342, -0.035], [-0.332, 0.170, 0.231], [-0.066, 0.096, -0.044], [-0.143, 0.005, -0.055], [0.658, 0.396, 0.123], [-0.181, 0.006, -0.011], [-0.075, -0.099, 0.380], [-0.078, -0.164, -0.060], [-0.159, 0.347, 0.216], [0.060, -0.274, -0.010], [0.241, -0.896, -0.467], [-0.117, -0.183, -0.262], [0.336, 0.147, -0.024], [0.387, -0.109, -0.194], [-0.864, 0.207, 0.608], [0.211, 0.152, -0.012], [-0.320, 0.187, -0.205], [-0.127, -0.174, 0.138], [-0.365, 0.109, 0.531], [-0.068, 0.119, -0.039], [0.211, -0.288, -0.381], [0.146, 0.417, 0.121], [0.531, -0.058, 0.007], [0.108, -0.131, 0.202], [1.089, -1.533, -0.668], [0.038, 0.349, -0.194], [0.168, 0.008, 0.446], [0.184, -0.292, 0.233], [-0.347, -0.058, 0.738], [0.040, 0.234, 0.299], [-0.324, -0.087, -0.133], [-1.057, 0.754, 0.110], [0.143, -0.091, -0.143], [0.224, 0.008, -0.874], [0.031, -0.039, -0.056], [-1.625, 1.107, 1.270], [0.128, 0.054, 0.187], [0.028, 0.418, -0.405], [0.149, 0.183, -0.418], [-0.073, -0.032, 0.472], [0.720, 0.407, -0.386], [0.085, -0.028, 0.051], [0.154, -0.138, -0.132], [-0.031, 0.051, 0.359], [-0.094, -0.362, 0.018], [0.308, -0.275, -0.041], [-0.144, -0.790, 0.447], [-0.053, -0.055, 0.185], [1.552, -1.466, -0.844], [-0.426, -0.382, 0.079], [-0.051, -0.230, 0.356], [-0.159, -0.155, 0.368], [-0.016, -0.216, -0.130], [-0.156, 0.107, -0.062], [0.225, 0.269, 0.413], [0.206, 2.263, -0.378], [0.187, 0.271, -0.325], [-0.209, 0.652, 0.246], [-0.242, -0.343, -0.144], [-0.619, 1.079, -0.410], [0.027, 0.071, 0.102], [0.158, 0.727, -0.303], [-0.663, 1.023, 0.963], [0.523, 0.258, 0.124], [-0.449, 0.107, 0.351], [-0.040, -0.200, 0.040], [0.234, 0.222, -0.216], [-0.044, 0.179, -0.118], [0.089, 0.110, 0.066], [0.124, -0.155, 0.114], [0.107, 0.286, 0.069], [-0.309, 0.192, 0.026], [-0.383, -1.575, 0.046]], "mulliken_charge": [-0.9712, 0.0111, -1.5736, -0.5943, 0.3758, 0.3452, 0.7660, -1.0080, -1.4487, 0.4986, -1.6290, 0.2930, -1.4931, 0.2817, 0.4230, -0.6204, 0.3455, 1.0184, 0.3291, 0.4176, 0.2805, 0.3839, 0.2362, -1.2924, 0.3363, 0.3370, 0.6760, -0.3568, -0.2723, 0.3439, 0.5391, 0.2723, 0.0919, 0.3828, 1.8713, 0.1720, -0.2003, 0.3303, -0.0965, -0.3152, -0.2544, -0.5960, -0.6867, 0.1645, -0.5691, 0.0210, -0.3455, 0.4186, -0.7178, 0.3060, 0.3628, -0.2800, 0.2690, 0.2158, 0.3043, 0.1378, 0.4919, 0.5690, 0.3641, 0.5536, 0.3672, 0.2615, -1.0239, 0.4329, -0.2761, 0.3137, 0.6595, 0.2908, 0.6302, 0.4251, 0.3257, 0.4902, 0.1115, -2.0140, 0.4729, 0.0282, 0.3563, 0.2226, -1.8086, -0.3540, -0.2158, 0.3919, -0.4401, 0.4394, 0.4263, 0.4850, 0.3433, -1.7541, 0.3260, 0.3951, 0.4757]}

=====

Which value of charge does entry 1 give?
0

=====

Copy entry 1 word for word.
{"formula": "C2H5N5O", "method": "ωB97M-V/def2-TZVPD", "orbital_gap_ev": 9.20, "smiles": "[H]/N=c1/nnon1NC", "relative_energy_kj_mol": 608.6, "molar_mass_g_mol": 115.10, "charge": 0, "e_tot_ha": -427.9913, "symbols": ["H", "H", "C", "N", "O", "C", "N", "N", "H", "H", "H", "N", "N"], "coordinates": [[2.06184, -1.38428, 0.56291], [-0.99019, -1.24343, 1.51373], [-1.28968, -0.13856, 1.55667], [0.30683, 0.84025, -2.68324], [-0.82916, 0.44143, -1.84092], [1.14935, -0.24650, -1.00747], [2.10566, -0.82697, -0.39587], [-0.52824, 0.52608, 0.53837], [-0.89748, 0.53093, 2.56540], [0.22172, 1.26775, 0.88768], [-2.48659, -0.29291, 1.26602], [1.37960, 0.51168, -2.25152], [-0.20364, 0.01452, -0.71176]], "forces_ev_per_a": [[-0.889, 1.774, -2.932], [-0.019, 1.331, 1.023], [-0.689, -1.215, 0.476], [-1.224, 0.921, -1.600], [1.055, 1.185, -0.294], [0.797, -0.014, 1.723], [-0.506, -0.406, 1.207], [2.601, 3.780, -0.926], [-1.977, -2.521, -2.607], [-2.326, -2.218, -1.076], [2.864, 1.367, 1.208], [-0.228, -1.320, 1.100], [0.541, -2.662, 2.698]], "mulliken_charge": [0.2694, 0.2369, -0.5708, -0.0221, -0.1629, 0.3826, -0.5705, -0.2833, 0.2620, 0.2684, 0.1951, -0.1466, 0.1417]}

=====

Which of these has the highest charge?
C34H46F5N2O3Si